Here is a cluster of 4 separate species, H8O4 in total from OMol25. Energies are from wB97M-V/def2-TZVPD.

```
12
Properties=species:S:1:pos:R:3:forces:R:3
O 1.793167 -0.732750 2.885750 -1.2 0.3 -0.8
O -0.526833 -0.966750 -0.044250 -1.4 -1.6 -3.5
O 0.848167 0.382250 -2.699250 -1.4 -0.4 -0.7
O -1.112833 1.636250 -0.706250 1.5 0.8 0.2
H -1.013833 0.698250 -0.601250 0.1 -1.2 0.5
H 1.013167 -0.202750 3.117750 0.4 -0.2 -0.1
H -0.505833 -0.883750 0.860750 0.3 0.3 3.4
H 2.281167 -0.770750 3.688750 0.7 -0.1 1.0
H -1.202833 -1.681750 -0.207250 1.2 1.1 0.2
H -1.991833 1.750250 -0.987250 -1.7 0.4 -0.6
H 0.271167 0.731250 -2.003250 0.5 0.3 0.1
H 0.147167 0.040250 -3.304250 1.1 0.2 0.3
```
Positions in Å, forces in eV/Å.

Lowest unoccupied orbital energy in eV: 0.3
Orbital gap in hartree: 0.406
SMILES string: O.O.O.O

Atomic partial charges in e from the Löwdin method, atoms 1 to 5:
1. O -0.05
2. O -0.01
3. O -0.08
4. O -0.03
5. H -0.04



Here is a cluster of 5 separate species, C34H55N3O12S in total from OMol25. Energies are from wB97M-V/def2-TZVPD.

```
105
Properties=species:S:1:pos:R:3:forces:R:3
S -2.849893 -0.492103 -2.905984 -1.0 -1.4 1.0
O -9.177118 -1.735563 -2.989582 3.5 -0.2 -0.1
O 0.633246 -2.395879 5.604898 -0.1 0.0 0.3
O -10.801042 -0.972575 -1.885425 2.0 0.0 0.1
O 6.836475 1.764786 -6.928756 0.1 0.3 0.3
O 6.014883 3.162416 -4.471958 0.0 -0.4 -0.3
O -0.280482 3.418720 -5.299352 0.4 0.2 0.0
O -1.720976 -2.202130 7.360368 0.2 0.0 -0.4
O 1.535243 1.432486 8.137348 0.0 0.3 0.2
O 2.023871 -0.937754 -1.507558 -1.9 1.7 0.4
O 2.950808 3.084672 10.120306 0.0 -0.4 -0.3
O 2.216037 4.850690 -5.914581 -0.5 0.0 -0.1
O 0.733628 0.413852 -2.920491 0.3 -2.7 5.6
N -5.342661 -5.277175 -1.825451 0.6 -0.2 -0.5
N -9.607183 -1.004889 -1.902853 -3.2 0.2 0.5
N -4.048872 -3.461415 -3.010178 -0.7 1.0 2.2
C 1.173548 -1.338095 6.389293 0.1 -0.1 -0.1
C 6.381578 1.785450 -4.525466 0.4 0.4 0.0
C -2.959127 -3.285618 -2.027194 4.0 0.4 3.3
C 0.358997 4.325898 -4.407353 -0.3 0.1 -0.4
C 0.474544 2.229054 -5.508723 -0.2 -0.3 0.2
C 7.390947 1.509072 -5.641499 -0.4 -0.2 -0.1
C -7.720689 -1.507490 -2.979854 3.9 1.9 -0.3
C -0.531351 -2.831740 0.116376 -1.2 -0.5 -1.4
C 0.637694 -2.565639 1.191184 2.8 2.5 3.0
C 4.794710 3.429712 -5.153931 0.0 0.2 0.2
C 0.839351 -0.186440 -1.788164 0.6 1.8 -3.7
C 0.138622 -3.471301 6.397479 -0.3 0.1 -0.4
C 3.409789 2.863099 8.788098 -0.3 0.3 0.1
C -2.216439 -1.876939 -1.812272 0.0 -2.5 1.2
C -6.657112 -2.663410 -3.024613 0.3 2.1 0.2
C 1.876958 4.646273 -7.280127 0.1 0.1 0.0
C -2.362567 -4.463593 -1.113841 1.0 2.4 0.5
C -0.353256 -0.174025 -0.667063 0.4 -1.6 -1.2
C 2.249701 2.623935 7.819853 0.3 -0.3 0.1
C -4.694764 -0.840565 -2.910632 -2.4 -1.8 0.3
C -7.296429 0.036128 -2.896397 3.4 -3.5 -0.3
C 2.997656 1.907643 10.916640 0.1 0.1 0.1
C -1.372220 -3.366323 6.613178 0.3 0.1 0.4
C 1.547968 -2.124348 2.050609 -5.7 -2.1 -3.6
C -4.608808 -4.838618 -3.049208 0.9 -1.4 -0.8
C -5.749734 0.324090 -2.863233 -1.3 -3.1 0.0
C -1.043775 -1.649460 -0.788817 -1.3 -2.1 0.1
C 1.139273 5.404977 -5.160563 0.3 -0.3 0.3
C 7.171684 3.054802 -7.425636 0.0 -0.1 -0.1
C 0.370981 1.680668 8.916629 0.0 -0.1 -0.1
C -5.316213 -6.759360 -1.624086 -1.4 -0.8 0.3
C -2.124152 -1.121025 6.529582 -0.1 0.0 0.1
C -5.075636 -2.398706 -2.967726 -3.6 4.1 -0.2
C -1.192056 -4.246628 -0.067506 -0.8 3.1 -1.8
H 6.455895 3.316625 -8.206329 0.0 -0.1 0.0
H 5.492583 1.153152 -4.632973 0.1 0.0 -0.1
H 0.304070 1.536696 -4.678760 0.1 0.1 -0.2
H 0.575240 -1.134338 7.280288 0.0 0.0 -0.1
H 1.007561 3.785210 -3.707947 0.1 0.1 -0.1
H 8.309512 2.089491 -5.495658 -0.1 0.0 0.1
H 1.984302 -1.725227 3.049166 -0.8 -1.1 -2.4
H -1.508820 -1.028688 5.629596 0.0 -0.1 0.1
H -4.968769 -7.060332 -0.553962 -0.4 0.6 -2.0
H -1.109999 0.618234 -1.010154 1.3 -1.2 0.6
H 2.196548 -1.589983 6.689354 0.0 0.1 0.1
H 0.079967 0.012779 0.386868 -0.8 -0.5 -1.8
H 2.581514 3.926430 -7.703427 0.0 0.1 0.1
H 0.671694 -3.521561 7.354158 -0.1 0.1 0.0
H -0.447447 1.999072 8.261735 0.0 0.0 0.1
H 1.571365 3.484788 7.795892 0.1 0.0 0.1
H -8.068654 0.888606 -2.858532 1.4 -1.7 -0.1
H -4.738685 -7.339197 -2.449635 -0.6 1.2 1.5
H -2.795991 -5.540061 -1.177674 0.9 2.2 0.1
H -5.237058 -4.949142 -4.027742 0.8 0.4 1.9
H 1.545619 2.427645 -5.600318 0.0 0.1 0.0
H 3.942071 3.768101 8.478190 0.0 0.0 0.0
H 1.198906 -0.436062 5.776008 0.0 -0.1 0.0
H 0.085261 0.750172 9.409785 0.0 0.0 -0.1
H -1.908821 -3.386877 5.657704 0.1 0.1 0.0
H -3.169183 -1.261823 6.235625 0.0 0.1 -0.1
H 2.657815 2.494620 6.812457 0.0 0.0 0.0
H 0.538549 2.441950 9.682500 0.1 0.0 -0.1
H 4.707264 2.876954 -6.094285 0.1 0.0 0.1
H 6.847290 1.540518 -3.565234 0.0 0.0 0.0
H 2.831965 -0.506386 -1.878405 -1.3 -0.3 -0.2
H -5.077718 -4.749314 -0.980463 0.0 -0.5 -0.9
H 4.752003 4.498291 -5.373784 0.0 -0.1 0.1
H -0.429338 4.810376 -3.822459 0.0 0.0 0.0
H -7.073965 -3.746894 -3.101994 0.9 2.2 0.3
H -1.702547 -4.231922 7.196382 0.0 0.0 0.0
H 0.476703 5.991317 -5.807496 0.0 -0.1 0.0
H -6.420354 -7.130183 -1.715655 2.0 0.4 0.2
H 8.176402 3.030099 -7.861456 0.0 0.1 0.0
H 2.677684 1.015610 10.369810 0.0 0.1 0.0
H 2.333854 2.047499 11.772894 0.1 0.1 -0.1
H 4.019511 1.757601 11.279343 0.0 -0.1 0.1
H 0.128657 1.762990 -6.432911 -0.1 0.1 0.0
H 1.579845 6.091259 -4.430033 0.0 0.0 0.0
H 3.953880 3.166434 -4.504841 -0.1 0.1 -0.1
H 1.968570 5.593919 -7.820594 0.0 0.0 -0.1
H -2.038697 -0.196711 7.105764 0.0 -0.1 0.0
H -0.789704 -5.101195 0.609548 -1.0 1.6 -1.5
H 7.133178 3.821995 -6.648312 0.0 -0.1 0.0
H -5.373332 1.419185 -2.794321 -0.7 -2.2 -0.1
H 0.862369 4.257793 -7.408885 0.1 0.0 0.1
H 0.349175 -4.396035 5.851090 0.0 0.0 0.0
H 4.124526 2.032653 8.759222 -0.1 0.0 0.0
H 7.660210 0.448510 -5.613049 0.0 0.0 0.0
H -3.718080 -5.584249 -3.191899 -1.2 1.5 0.0
```
Positions in Å, forces in eV/Å.

Lowest unoccupied orbital energy in eV: -0.4
Orbital gap in hartree: 0.277
SMILES string: C#Cc1ccc2c(c1CC(=O)O)Sc1ccc(ON=O)cc1N2CNC.COCCOC.COCCOC.COCCOC.COCCOC

Atomic partial charges in e from the Löwdin method, atoms 1 to 5:
1. S 0.88
2. O -0.07
3. O -0.21
4. O 0.05
5. O -0.20



Here is a cluster of 2 separate species, C30H49BrO6S in total from OMol25. Energies are from wB97M-V/def2-TZVPD.

```
87
Properties=species:S:1:pos:R:3:forces:R:3
Br 2.063829 2.047900 -2.796929 -0.2 -1.1 1.1
S 0.247358 1.041370 1.135916 -0.1 0.7 0.2
O 7.397229 -0.832669 -5.755121 -1.9 0.4 0.3
O -0.190027 -0.686950 -0.973241 1.8 0.5 2.7
O 1.030747 -2.291311 0.543219 -0.3 6.0 -7.1
O 4.283759 1.045328 -8.778728 -0.1 -0.3 0.9
O 5.321942 -0.937443 -3.961686 0.3 0.2 -0.9
O 2.231505 1.022710 -6.956334 1.9 -0.5 -0.3
C -3.408361 2.687198 -0.537376 -0.4 -1.0 0.0
C 6.136771 -0.378217 -6.096938 1.8 -0.5 0.0
C -4.164032 2.449813 0.905594 -0.2 0.9 -0.4
C -7.252588 3.953794 3.132127 0.5 0.4 0.2
C 3.771969 -1.069362 -1.104424 1.0 -0.4 -0.9
C 4.096502 -2.513569 -0.402138 -0.7 0.5 1.2
C 5.888757 0.115771 -7.311511 -0.2 0.1 -0.2
C 5.068635 -0.461194 -5.062610 -0.6 -0.1 0.7
C -7.947354 4.177418 8.083393 0.4 -1.0 0.2
C -8.737989 2.784487 8.434408 -0.4 0.0 -0.3
C -5.532527 3.358562 1.094549 0.3 0.1 1.3
C 6.779589 -5.452259 -0.850402 -0.5 0.2 -0.5
C -7.434792 5.261119 4.119349 -1.0 0.2 -0.1
C 1.717418 0.821220 -1.247685 0.6 -1.0 2.8
C -0.962028 1.771472 -1.379327 -0.4 -1.6 0.2
C 0.134487 0.751175 -0.712625 0.9 0.5 -1.8
C -7.104838 4.950351 5.695038 -0.2 0.3 -0.4
C 4.545798 0.599836 -7.666509 0.5 0.2 -1.0
C -2.498625 1.336150 -0.896824 -0.2 0.7 0.7
C 6.659064 -6.923011 -1.588608 0.0 0.3 1.1
C 5.762098 -4.319134 -1.532626 1.1 0.5 0.2
C 5.209082 -9.224913 -1.486271 0.3 0.4 0.3
C 3.484885 0.542464 -6.623771 -1.9 0.5 0.1
C 2.190706 -0.775101 -1.408624 -0.2 1.3 -0.2
C 1.019506 -1.410591 -0.458924 0.0 -3.2 3.1
C -5.664823 3.672681 2.731086 -0.7 -1.2 -0.2
C 3.731790 0.045331 -5.410288 0.3 -0.3 0.3
C -8.445253 4.810970 6.653778 0.8 0.3 0.4
C 5.658216 -3.003338 -0.509240 -0.7 -1.5 0.4
C 5.364469 -7.685647 -0.873498 0.9 -0.3 -0.5
H 5.947139 -3.438918 0.562960 -0.5 1.2 -2.3
H -6.793663 3.902993 7.997653 -2.4 0.7 0.2
H -4.473065 1.323787 1.030801 0.8 2.2 -0.2
H 7.880331 -5.028975 -0.837656 -2.2 -0.9 -0.1
H -9.906334 3.014311 8.470512 2.5 -0.6 0.1
H -7.718040 3.027466 3.706078 1.0 1.8 -1.3
H -3.393681 2.785340 1.740430 -1.6 -1.0 -1.6
H 4.383744 -7.045626 -1.019975 2.0 -1.3 0.3
H -3.044424 0.718612 -1.736518 1.3 1.1 1.7
H 4.318018 -1.088136 -2.166065 -1.4 0.2 2.4
H -6.519905 2.760757 0.806835 2.3 1.3 0.3
H 6.655211 0.179897 -8.073584 -0.1 0.0 0.0
H 5.187506 -9.228451 -2.673069 -0.1 0.1 2.6
H 3.331561 -3.330504 -0.803367 1.8 1.7 0.7
H 6.184534 -9.804223 -1.162076 -2.1 1.0 -0.6
H 2.306949 1.325954 -7.887383 0.0 -0.1 0.4
H -8.568960 1.977592 7.577730 -0.3 1.8 1.8
H 3.845462 -2.396631 0.759112 0.4 -0.3 -2.6
H 6.198255 -3.918048 -2.567435 -0.9 -1.1 2.1
H 4.712413 -4.798906 -1.743432 2.0 1.0 0.6
H -2.691601 3.614479 -0.466178 -1.6 -1.7 -0.2
H -5.330051 2.661732 3.269478 -0.6 2.3 -1.0
H -5.485004 4.382898 0.506210 -0.1 -2.2 1.1
H -8.387506 2.295249 9.456045 -0.8 1.2 -2.1
H -0.696007 2.858423 -1.010289 -0.5 -2.3 -1.0
H -0.922497 1.632441 -2.540766 0.2 0.6 2.2
H -8.899859 5.890749 6.874578 0.9 -2.4 -0.8
H 2.969369 -0.004481 -4.643497 0.1 0.0 -0.1
H -8.577526 5.592101 4.032915 2.4 -0.6 0.2
H -6.464101 5.867303 6.094011 -1.2 -2.2 -0.6
H -9.265430 4.132132 6.149820 1.7 1.3 1.0
H -6.790386 6.195680 3.792763 -1.2 -2.1 0.3
H -4.242113 2.837488 -1.374206 1.9 -0.1 1.7
H 2.341696 1.151675 -0.288593 -1.2 0.0 -2.5
H 6.539064 -6.826664 -2.754937 0.2 -0.2 2.3
H -7.824534 4.079489 2.107337 0.9 -0.1 2.2
H -2.480739 0.708377 0.117230 0.2 1.2 -2.4
H 7.660426 -7.522647 -1.342331 -2.3 1.1 -0.7
H 6.426273 -2.163913 -0.785149 -1.6 -1.5 0.4
H 1.987993 -0.949170 -2.551712 0.0 -0.4 2.4
H 5.640347 -7.723106 0.287053 -0.8 -0.1 -2.5
H -8.045840 4.920700 8.987277 0.1 -1.4 -1.9
H -6.468913 3.951402 5.730851 -1.3 2.1 0.2
H -4.954142 4.538243 3.083737 -1.4 -1.6 -0.8
H 4.316204 -0.216416 -0.493888 -1.4 -1.6 -1.1
H 6.449222 -5.617713 0.271313 0.7 0.5 -2.2
H 4.246350 -9.772714 -1.060155 2.1 1.2 -0.9
H 7.320163 -1.141421 -4.826137 0.0 0.1 -0.4
H 0.643213 2.406983 1.249468 -0.5 -1.7 -0.8
```
Positions in Å, forces in eV/Å.

Lowest unoccupied orbital energy in eV: -1.9
Orbital gap in hartree: 0.279
SMILES string: CCCCCCCCCCCC[C@@]1(S)OC(=O)[C@H](CCCCCCCC)[C@H]1Br.O=C1C=C(O)C(=O)C=C1O

Atomic partial charges in e from the Löwdin method, atoms 1 to 5:
1. Br 0.67
2. S 0.77
3. O 0.08
4. O -0.10
5. O 0.02



Here is a structure of composition C25H33CoI2NOP3 from OMol25. Energies are from wB97M-V/def2-TZVPD.

```
66
Properties=species:S:1:pos:R:3:forces:R:3
I 4.941509 -1.387620 1.234406 0.1 -0.5 -0.2
I 4.732548 0.967696 2.349428 -0.1 0.5 0.2
Co 0.413785 0.301797 -0.162359 -1.4 3.4 0.9
P -5.365316 1.355728 1.041481 -0.6 2.7 -2.4
P 1.390783 0.206686 -1.973294 1.9 -0.3 -3.9
P -0.155629 -1.101666 1.249090 -1.3 -2.8 2.7
O -0.923515 4.025075 -1.193568 0.1 -1.9 0.9
N -0.613329 1.901848 -0.130234 0.4 -0.5 -0.2
C -6.095470 0.053932 -2.780470 -0.1 0.1 0.0
C 3.115399 0.660653 -1.636292 0.0 0.1 -0.1
C -3.992118 1.308787 -1.430502 0.4 -0.1 -0.2
C 1.127446 -1.148154 2.521930 0.1 -0.1 0.3
C -4.143860 5.237837 1.851189 0.0 -0.1 -0.1
C 1.402768 -1.412574 -2.805616 0.0 0.0 0.1
C -5.194225 1.044098 -0.753100 0.3 -0.8 0.6
C -4.371917 2.882219 1.311670 0.8 -0.5 0.6
C -2.763281 5.081414 2.011770 -0.2 -0.3 -0.1
C -0.448832 -2.818610 0.730753 0.1 0.0 0.0
C -2.974730 2.742899 1.434961 -0.2 0.0 0.4
C -9.161132 2.060695 2.339169 -0.1 0.1 0.0
C -4.900616 0.338548 -3.452550 -0.1 0.0 0.1
C -1.694773 -0.693989 2.142721 0.0 0.1 -0.1
C -0.769957 2.962260 -0.671913 0.1 1.8 -1.0
C -7.626436 2.785902 0.107467 -0.2 0.0 -0.2
C -2.179231 3.827605 1.799899 -0.2 0.0 0.0
C -3.845818 0.959524 -2.772310 -0.1 0.1 0.3
C -4.945566 4.142272 1.524819 -0.3 0.1 0.3
C -7.850904 1.601587 2.223308 0.1 0.2 -0.3
C -9.710636 2.885331 1.346764 0.4 -0.2 0.0
C 0.823987 1.342344 -3.293029 -0.2 0.1 0.4
C -8.942291 3.243978 0.232867 0.2 -0.1 0.1
C -7.070305 1.970919 1.106459 -0.7 -0.7 1.0
C -6.235002 0.382351 -1.434685 -0.2 -0.3 -0.2
H -10.730705 3.256773 1.438000 0.3 -0.2 0.0
H -7.161893 0.133332 -0.913828 0.3 0.1 -0.1
H 1.527652 1.305988 -4.133721 -0.2 0.0 0.2
H 1.988714 -1.709780 2.137284 -0.2 0.1 0.2
H 1.828712 -1.301625 -3.811107 -0.1 -0.2 0.2
H -2.144292 5.928114 2.307010 -0.2 -0.2 -0.1
H -2.904313 1.157221 -3.290063 -0.4 0.1 0.2
H -1.618060 0.308109 2.575789 0.0 -0.2 0.0
H 2.003927 -2.109181 -2.208310 -0.1 0.0 -0.2
H 0.503017 -3.276231 0.433901 -0.3 0.0 0.0
H -9.363422 3.889849 -0.545440 0.2 -0.3 0.3
H 0.730835 -1.607206 3.443110 0.3 0.1 -0.3
H -1.878500 -1.424019 2.942454 0.1 0.1 -0.2
H -0.176204 1.028863 -3.626475 0.3 0.1 0.0
H 3.122336 1.512746 -0.945953 0.1 0.0 -0.2
H 0.753194 2.367269 -2.901259 0.1 -0.3 -0.2
H -4.611002 6.212969 2.010257 0.2 -0.4 -0.1
H -6.912959 -0.438565 -3.314479 0.3 0.2 0.3
H -1.107052 3.700826 1.950243 -0.3 0.0 -0.1
H 3.642655 -0.164752 -1.143021 -0.1 0.1 -0.2
H -7.408229 0.955804 2.983913 -0.3 0.2 -0.1
H -9.754602 1.781775 3.212656 0.2 0.1 -0.3
H -1.138676 -2.814904 -0.124093 0.2 -0.1 0.2
H -0.896265 -3.379228 1.563715 0.2 0.1 -0.3
H -6.026079 4.258798 1.453218 0.3 0.1 0.1
H -4.790011 0.057479 -4.505082 0.0 0.1 0.4
H -3.167814 1.783806 -0.894623 -0.3 -0.1 -0.3
H -7.034848 3.067660 -0.766342 -0.2 -0.1 0.3
H 1.466998 -0.123970 2.723303 -0.1 -0.2 0.1
H -2.531048 1.762264 1.255909 -0.1 0.4 0.2
H 0.369496 -1.781640 -2.871872 0.3 0.0 -0.1
H -2.525353 -0.718381 1.426453 0.1 0.0 0.2
H 3.595486 0.933461 -2.583913 0.1 -0.1 0.3
```
Positions in Å, forces in eV/Å.

2S+1: 5
Lowest unoccupied orbital energy (alpha / beta) in eV: -5.8 / -8.9
Orbital gap (alpha / beta) in hartree: 0.292 / 0.180
<S²>: 6.03
Charge: +2

Atomic partial charges in e from the Löwdin method, atoms 1 to 5:
1. I 0.14
2. I 0.10
3. Co 0.37
4. P 1.27
5. P 0.70